Entry from the OMol25 dataset: a 23-piece molecular cluster, C58H88N23O4S2 overall at a distorted geometry (wB97M-V/def2-TZVPD).

Last columns: bonded neighbours and bond lengths (Å).
Positions of all 175 atoms, in Å:
1 C 9.0636 1.9682 -0.6435  C2 1.652, H22 1.188, H23 1.182, H24 1.173
2 C 7.8144 2.8679 -1.2430  C1 1.652, C3 1.642, H25 1.182, H26 1.187
3 C 7.0681 3.7700 -0.0921  C2 1.642, C4 1.642, H27 1.170, H28 1.178
4 C 5.5628 3.2119 0.2521  C3 1.642, C5 1.671, H29 1.186, H30 1.188
5 C 4.3986 4.4105 0.2561  C4 1.671, C6 1.640, H31 1.187, H32 1.170
6 C 2.9952 3.6847 -0.1847  C5 1.640, S7 1.902, H33 1.170, H34 1.193
7 S 1.7385 4.8780 -0.9687  C6 1.902, O8 1.562, O9 1.560, N10 1.748
8 O 1.8732 6.3087 -0.3569  S7 1.562
9 O 2.1590 4.9998 -2.4664  S7 1.560
10 N 0.1686 4.1432 -0.7412  S7 1.748, S11 1.768
11 S -0.9981 4.7666 -1.9138  N10 1.768, O12 1.579, O13 1.547, C14 1.873
12 O -0.6012 6.2799 -2.1254  S11 1.579
13 O -0.8997 4.1074 -3.3103  S11 1.547
14 C -2.7134 4.7857 -1.1605  S11 1.873, C15 1.643, H35 1.194, H36 1.194
15 C -3.4121 3.3088 -0.9880  C14 1.643, C16 1.639, C20 1.668
16 C -2.9943 1.9335 -1.7763  C15 1.639, C17 1.642, H37 1.170
17 C -3.8090 0.5407 -1.4702  C16 1.642, C18 1.639, H38 1.171
18 C -5.0473 0.4766 -0.3981  C17 1.639, C19 1.657, H39 1.176
19 C -5.5169 1.8360 0.4241  C18 1.657, C20 1.657, H40 1.191
20 C -4.6619 3.2207 0.1130  C15 1.668, C19 1.657, C21 1.671
21 C -5.1348 4.5600 0.9933  C20 1.671, H41 1.194, H42 1.170, H43 1.185
22 H 9.1507 2.0710 0.5365  C1 1.188
23 H 10.1022 2.2711 -1.1198  C1 1.182
24 H 8.8556 0.8591 -0.9643  C1 1.173
25 H 7.0811 2.1340 -1.8091  C2 1.182
26 H 8.3011 3.6025 -2.0380  C2 1.187
27 H 6.9596 4.8602 -0.5036  C3 1.170
28 H 7.7136 3.7633 0.8936  C3 1.178
29 H 5.5541 2.6254 1.2826  C4 1.186
30 H 5.2552 2.4242 -0.5826  C4 1.188
31 H 4.3169 4.7450 1.3924  C5 1.187
32 H 4.7219 5.3169 -0.4098  C5 1.170
33 H 3.1255 2.7804 -0.9159  C6 1.170
34 H 2.4647 3.2982 0.8118  C6 1.193
35 H -3.4284 5.5731 -1.7026  C14 1.194
36 H -2.5859 5.2172 -0.0547  C14 1.194
37 H -2.1054 1.9233 -2.5374  C16 1.170
38 H -3.5125 -0.4458 -2.0263  C17 1.171
39 H -5.6057 -0.5361 -0.1832  C18 1.176
40 H -6.4195 1.8361 1.2019  C19 1.191
41 H -4.5811 4.4669 2.0466  C21 1.194
42 H -4.8192 5.5710 0.4955  C21 1.170
43 H -6.2910 4.5326 1.2504  C21 1.185
44 C 7.8693 -1.9120 1.1973  C45 1.472, H47 1.095, H48 1.095, H49 1.095
45 C 7.5984 -0.4768 1.3844  C44 1.472, N46 1.163
46 N 7.3844 0.6572 1.5323  C45 1.163
47 H 8.7634 -2.2296 1.7441  C44 1.095
48 H 7.0373 -2.5302 1.5509  C44 1.095
49 H 8.0303 -2.1591 0.1425  C44 1.095
50 C -4.4307 -2.4079 2.4095  C51 1.472, H53 1.095, H54 1.095, H55 1.095
51 C -4.7016 -0.9727 2.5967  C50 1.472, N52 1.163
52 N -4.9156 0.1613 2.7446  C51 1.163
53 H -3.5366 -2.7256 2.9563  C50 1.095
54 H -5.2627 -3.0261 2.7631  C50 1.095
55 H -4.2697 -2.6550 1.3548  C50 1.095
56 C -6.6518 -4.9066 5.3081  C57 1.472, H59 1.095, H60 1.095, H61 1.095
57 C -5.6374 -5.3178 4.3232  C56 1.472, N58 1.163
58 N -4.8360 -5.6426 3.5449  C57 1.163
59 H -7.5655 -5.5041 5.2214  C56 1.095
60 H -6.2878 -5.0194 6.3349  C56 1.095
61 H -6.9382 -3.8573 5.1800  C56 1.095
62 C -9.0949 5.1570 3.2314  C63 1.472, H65 1.095, H66 1.095, H67 1.095
63 C -7.7844 4.5014 3.3759  C62 1.472, N64 1.163
64 N -6.7489 3.9834 3.4901  C63 1.163
65 H -9.1245 6.1208 3.7504  C62 1.095
66 H -9.3381 5.3479 2.1807  C62 1.095
67 H -9.9023 4.5425 3.6437  C62 1.095
68 C -2.5272 -5.4949 0.1159  C69 1.472, H71 1.095, H72 1.095, H73 1.095
69 C -3.6720 -4.7970 -0.4926  C68 1.472, N70 1.163
70 N -4.5766 -4.2455 -0.9734  C69 1.163
71 H -2.2350 -5.0392 1.0679  C68 1.095
72 H -2.7554 -6.5469 0.3176  C68 1.095
73 H -1.6475 -5.4741 -0.5362  C68 1.095
74 C 5.7653 -3.7014 4.5872  C75 1.472, H77 1.095, H78 1.095, H79 1.095
75 C 6.7797 -4.1126 3.6022  C74 1.472, N76 1.163
76 N 7.5812 -4.4375 2.8240  C75 1.163
77 H 4.8517 -4.2989 4.5005  C74 1.095
78 H 6.1294 -3.8142 5.6139  C74 1.095
79 H 5.4790 -2.6521 4.4590  C74 1.095
80 C -6.0650 -2.4614 -4.0627  C81 1.472, H83 1.095, H84 1.095, H85 1.095
81 C -4.6529 -2.0441 -4.0648  C80 1.472, N82 1.163
82 N -3.5372 -1.7143 -4.0664  C81 1.163
83 H -6.6536 -1.9010 -4.7967  C80 1.095
84 H -6.1731 -3.5241 -4.3049  C80 1.095
85 H -6.5321 -2.3035 -3.0848  C80 1.095
86 C -1.3494 -1.5918 4.9987  C87 1.472, H89 1.095, H90 1.095, H91 1.095
87 C -0.5953 -2.3962 4.0228  C86 1.472, N88 1.163
88 N 0.0005 -3.0318 3.2517  C87 1.163
89 H -2.3515 -1.9989 5.1704  C86 1.095
90 H -0.8442 -1.5557 5.9698  C86 1.095
91 H -1.4740 -0.5576 4.6604  C86 1.095
92 C -6.6622 -1.9293 -8.3970  C93 1.472, H95 1.095, H96 1.095, H97 1.095
93 C -8.0054 -2.0658 -7.8096  C92 1.472, N94 1.163
94 N -9.0668 -2.1737 -7.3454  C93 1.163
95 H -6.6781 -1.3179 -9.3055  C92 1.095
96 H -5.9623 -1.4554 -7.7005  C92 1.095
97 H -6.2388 -2.9020 -8.6691  C92 1.095
98 C -0.4494 -2.0507 -5.6333  C99 1.472, H101 1.095, H102 1.095, H103 1.095
99 C 0.3047 -2.8551 -6.6091  C98 1.472, N100 1.163
100 N 0.9005 -3.4907 -7.3802  C99 1.163
101 H -1.4515 -2.4577 -5.4615  C98 1.095
102 H 0.0558 -2.0146 -4.6622  C98 1.095
103 H -0.5740 -1.0165 -5.9716  C98 1.095
104 C 10.3728 -4.5351 -0.4555  C105 1.472, H107 1.095, H108 1.095, H109 1.095
105 C 9.2280 -3.8372 -1.0641  C104 1.472, N106 1.163
106 N 8.3234 -3.2856 -1.5449  C105 1.163
107 H 10.6650 -4.0794 0.4965  C104 1.095
108 H 10.1446 -5.5871 -0.2539  C104 1.095
109 H 11.2525 -4.5143 -1.1076  C104 1.095
110 C -0.4135 9.3811 -1.0438  C111 1.472, H113 1.095, H114 1.095, H115 1.095
111 C -0.6844 10.8163 -0.8566  C110 1.472, N112 1.163
112 N -0.8984 11.9503 -0.7087  C111 1.163
113 H 0.4806 9.0635 -0.4970  C110 1.095
114 H -1.2455 8.7629 -0.6902  C110 1.095
115 H -0.2525 9.1340 -2.0985  C110 1.095
116 C 13.1196 3.7174 -3.1091  C117 1.472, H119 1.095, H120 1.095, H121 1.095
117 C 11.8319 3.0035 -3.1232  C116 1.472, N118 1.163
118 N 10.8145 2.4393 -3.1342  C117 1.163
119 H 13.8150 3.2836 -2.3828  C116 1.095
120 H 13.6113 3.6842 -4.0872  C116 1.095
121 H 12.9940 4.7731 -2.8460  C116 1.095
122 C -7.9135 -6.4776 -3.0635  C123 1.472, H125 1.095, H126 1.095, H127 1.095
123 C -8.1844 -5.0424 -2.8763  C122 1.472, N124 1.163
124 N -8.3984 -3.9085 -2.7285  C123 1.163
125 H -7.0194 -6.7953 -2.5167  C122 1.095
126 H -8.7455 -7.0958 -2.7099  C122 1.095
127 H -7.7525 -6.7247 -4.1182  C122 1.095
128 C -4.6135 -8.1925 7.7058  C129 1.472, H131 1.095, H132 1.095, H133 1.095
129 C -4.8844 -6.7574 7.8930  C128 1.472, N130 1.163
130 N -5.0984 -5.6234 8.0408  C129 1.163
131 H -3.7194 -8.5102 8.2526  C128 1.095
132 H -5.4455 -8.8108 8.0594  C128 1.095
133 H -4.4525 -8.4397 6.6511  C128 1.095
134 C -8.8247 -0.1741 -1.9309  C135 1.472, H137 1.095, H138 1.095, H139 1.095
135 C -8.1459 -0.7757 -0.7711  C134 1.472, N136 1.163
136 N -7.6095 -1.2510 0.1455  C135 1.163
137 H -9.5769 0.5601 -1.6236  C134 1.095
138 H -8.1187 0.3426 -2.5897  C134 1.095
139 H -9.3380 -0.9292 -2.5358  C134 1.095
140 C -10.2757 -3.0428 1.9934  C141 1.472, H143 1.095, H144 1.095, H145 1.095
141 C -9.7463 -3.8936 3.0723  C140 1.472, N142 1.163
142 N -9.3278 -4.5657 3.9248  C141 1.163
143 H -9.5866 -2.9911 1.1438  C140 1.095
144 H -11.2308 -3.4201 1.6126  C140 1.095
145 H -10.4464 -2.0162 2.3345  C140 1.095
146 C 6.7983 8.5011 -0.4809  C147 1.472, H149 1.095, H150 1.095, H151 1.095
147 C 7.9302 7.6145 -0.7988  C146 1.472, N148 1.163
148 N 8.8246 6.9142 -1.0499  C147 1.163
149 H 7.0900 9.5562 -0.5105  C146 1.095
150 H 5.9732 8.3736 -1.1898  C146 1.095
151 H 6.3986 8.3039 0.5195  C146 1.095
152 C -0.2575 -0.5552 9.6325  C153 1.472, H155 1.095, H156 1.095, H157 1.095
153 C 0.4344 -1.2335 8.5237  C152 1.472, N154 1.163
154 N 0.9811 -1.7694 7.6477  C153 1.163
155 H -0.5674 0.4582 9.3565  C152 1.095
156 H -1.1589 -1.0969 9.9386  C152 1.095
157 H 0.3833 -0.4682 10.5164  C152 1.095
158 C 13.8911 -2.4009 2.1063  C159 1.472, H161 1.095, H162 1.095, H163 1.095
159 C 12.6034 -3.1149 2.0923  C158 1.472, N160 1.163
160 N 11.5859 -3.6790 2.0813  C159 1.163
161 H 14.5864 -2.8348 2.8327  C158 1.095
162 H 14.3827 -2.4341 1.1282  C158 1.095
163 H 13.7655 -1.3452 2.3694  C158 1.095
164 C -11.0420 0.7766 -7.7124  C165 1.472, H167 1.095, H168 1.095, H169 1.095
165 C -11.3130 2.2117 -7.5252  C164 1.472, N166 1.163
166 N -11.5270 3.3457 -7.3773  C165 1.163
167 H -10.1479 0.4589 -7.1656  C164 1.095
168 H -11.8741 0.1583 -7.3588  C164 1.095
169 H -10.8810 0.5294 -8.7671  C164 1.095
170 C 13.5035 -0.5627 -3.1678  C171 1.472, H173 1.095, H174 1.095, H175 1.095
171 C 14.1823 -1.1643 -2.0079  C170 1.472, N172 1.163
172 N 14.7187 -1.6396 -1.0914  C171 1.163
173 H 12.7513 0.1715 -2.8604  C170 1.095
174 H 14.2095 -0.0459 -3.8266  C170 1.095
175 H 12.9902 -1.3178 -3.7726  C170 1.095

The calculation puts the HOMO energy at -0.1811 Ha. Its strongest force on any atom is 7.9 eV Å⁻¹. The total charge is -1.